Model P:
ORCA calculation (the ωB97M-V functional and the def2-TZVPD basis) on a single C4H4ClN molecule.

Calculated values
HOMO (spin up / spin down): -8.624 / -8.414 eV
M: 101.5 g mol⁻¹
LUMO (spin up / spin down): -0.049 / -0.017 Eh

Each atom is followed by the atoms it is bonded to, with distances in Å.
Element x y z (Å)
1 C 0.79858 1.00349 0.70902  C2 1.479, C3 1.289, H7 1.044
2 C 0.76890 -0.45819 0.48412  C1 1.479, C4 1.352, H8 1.100
3 C -0.17542 1.77037 0.35611  C1 1.289, H9 1.077
4 C -0.07715 -1.03464 -0.39829  C2 1.352, N5 1.275, H10 1.066
5 N -1.09435 -0.30704 -0.64764  C4 1.275, Cl6 1.705
6 Cl -2.25408 -0.75072 -1.81637  N5 1.705
7 H 1.56308 1.24769 1.37655  C1 1.044
8 H 1.17226 -1.10457 1.27806  C2 1.100
9 H -0.89432 1.55567 -0.41691  C3 1.077
10 H 0.19249 -1.92205 -0.92464  C4 1.066

***

Model Q:
ORCA calculation (the ωB97M-V functional and the def2-TZVPD basis) on a single C4H4ClN molecule.

Calculated values
HOMO: -9.886 eV
M: 101.5 g mol⁻¹
LUMO: 0.036 Eh
SMILES: Cl/N=C/C1C=C1

Each atom is followed by the atoms it is bonded to, with distances in Å.
Element x y z (Å)
1 Cl -1.97711 0.69646 2.78180  N2 1.709
2 N -0.93531 0.82298 1.43332  Cl1 1.709, C3 1.265
3 C -0.43773 -0.23928 0.95907  N2 1.265, C4 1.491, H7 1.097
4 C 0.55788 -0.28747 -0.14926  C3 1.491, C5 1.498, C6 1.526, H8 1.091
5 C 0.73103 0.74803 -1.21721  C4 1.498, C6 1.298, H9 1.061
6 C 0.27495 -0.38963 -1.64564  C4 1.526, C5 1.298, H10 1.062
7 H -0.61962 -1.21974 1.41657  C3 1.097
8 H 1.43566 -0.82866 0.20834  C4 1.091
9 H 1.07093 1.73794 -1.39145  C5 1.061
10 H -0.10068 -1.04062 -2.39554  C6 1.062

***

Stability check: which of them is least stable? model P.

***

Model P:
ORCA calculation (the ωB97M-V functional and the def2-TZVPD basis) on a 4-piece molecular cluster, C2H12N2O3 overall.

Calculated values
HOMO: -9.208 eV
M: 112.1 g mol⁻¹
LUMO: 0.021 Eh
SMILES: [H]/N=C/NC.O.O.O

Each atom is followed by the atoms it is bonded to, with distances in Å.
Element x y z (Å)
1 H -2.49711 -1.00897 0.00373  N2 1.019
2 N -1.62308 -1.43724 -0.29633  H1 1.019, C3 1.290
3 C -1.46239 -1.34510 -1.57271  N2 1.290, N4 1.352, H6 1.095
4 N -0.22326 -1.31802 -2.11355  C3 1.352, C5 1.442, H7 1.005
5 C -0.00840 -1.75964 -3.46939  N4 1.442, H8 1.095, H9 1.103, H10 1.079
6 H -2.28210 -1.53852 -2.27321  C3 1.095
7 H 0.46761 -0.95733 -1.47932  N4 1.005
8 H -0.18165 -2.83196 -3.60551  C5 1.095
9 H -0.75848 -1.29935 -4.13431  C5 1.103
10 H 0.93464 -1.37717 -3.82685  C5 1.079
11 O 0.25166 2.38300 4.99222  H12 0.965, H13 0.962
12 H 0.74941 2.79690 4.27680  O11 0.965
13 H 0.09290 1.46037 4.77261  O11 0.962
14 O 1.89585 3.00302 0.76222  H15 0.973, H16 0.956
15 H 1.15616 2.42019 1.00669  O14 0.973
16 H 2.44245 2.72698 1.49693  O14 0.956
17 O 0.33009 0.38830 2.04681  H18 0.968, H19 0.967
18 H -0.36453 -0.21081 1.73853  O17 0.968
19 H 1.08023 -0.09465 1.67464  O17 0.967

***

Model Q:
ORCA calculation (the ωB97M-V functional and the def2-TZVPD basis) on a 4-piece molecular cluster, C2H12N2O3 overall.

Calculated values
HOMO: -8.686 eV
M: 112.1 g mol⁻¹
LUMO: 0.027 Eh
SMILES: C/N=C\N.O.O.O

Each atom is followed by the atoms it is bonded to, with distances in Å.
Element x y z (Å)
1 C -4.46240 -0.79169 -0.85760  N2 1.440, H5 1.159, H6 1.112, H7 1.090
2 N -3.34609 -0.03862 -0.34720  C1 1.440, C3 1.300
3 C -2.13752 -0.51672 -0.35108  N2 1.300, N4 1.407, H8 1.112
4 N -1.59785 -1.41834 -1.28730  C3 1.407, H9 1.019, H10 0.965
5 H -5.30852 -0.68082 -0.07351  C1 1.159
6 H -4.40819 -1.88969 -1.02471  C1 1.112
7 H -4.77105 -0.33520 -1.79793  C1 1.090
8 H -1.32554 -0.05535 0.25168  C3 1.112
9 H -2.31472 -1.87880 -1.84567  N4 1.019
10 H -0.88097 -2.02114 -1.05399  N4 0.965
11 O 2.06853 -1.32931 -2.66550  H12 1.005, H13 0.927
12 H 2.83527 -1.07109 -2.06956  O11 1.005
13 H 2.28798 -1.16450 -3.55056  O11 0.927
14 O 2.48915 -0.09170 6.34961  H15 0.969, H16 0.932
15 H 2.09433 0.38618 7.09494  O14 0.969
16 H 2.45120 -0.98596 6.60894  O14 0.932
17 O 4.75506 3.86394 -1.44264  H18 1.038, H19 0.917
18 H 3.80993 4.08083 -1.07233  O17 1.038
19 H 5.23549 4.12137 -0.70560  O17 0.917

***

Stability check: which of them is least stable? model Q.

***

Model P:
ORCA calculation (the ωB97M-V functional and the def2-TZVPD basis) on an isolated ion of composition C6H14N3O and charge +1.

Calculated values
charge: +1
HOMO: -13.041 eV
M: 144.2 g mol⁻¹
LUMO: -0.121 Eh
SMILES: CCN([NH3+])C1=NCCCO1

Each atom is followed by the atoms it is bonded to, with distances in Å.
Element x y z (Å)
1 C 2.80134 -1.01305 -0.52783  C2 1.524, H11 1.161, H12 1.048, H13 1.067
2 C 2.06327 -0.53314 0.71612  C1 1.524, N3 1.482, H14 1.186, H15 1.193
3 N 1.00964 0.48849 0.51102  C2 1.482, N4 1.430, C5 1.427
4 N 1.44387 1.76204 0.02666  N3 1.430, H16 1.046, H17 0.974, H18 1.132
5 C -0.37967 0.18028 0.41075  N3 1.427, N6 1.256, O10 1.335
6 N -0.78662 -0.96322 0.73403  C5 1.256, C7 1.442
7 C -2.14923 -1.33956 0.44743  N6 1.442, C8 1.524, H19 1.100, H20 1.113
8 C -2.81997 -0.26050 -0.39351  C7 1.524, C9 1.594, H21 1.097, H22 1.034
9 C -2.48205 1.16755 0.23005  C8 1.594, O10 1.472, H23 1.068, H24 1.089
10 O -1.01982 1.33137 0.19205  C5 1.335, C9 1.472
11 H 3.32867 -0.12055 -1.05095  C1 1.161
12 H 3.41830 -1.75770 -0.12291  C1 1.048
13 H 2.19810 -1.46632 -1.28288  C1 1.067
14 H 1.46705 -1.43706 1.20034  C2 1.186
15 H 2.88369 -0.11561 1.47543  C2 1.193
16 H 1.91151 2.28512 0.80282  N4 1.046
17 H 1.97166 1.84735 -0.78737  N4 0.974
18 H 0.35728 2.03408 -0.13393  N4 1.132
19 H -2.57423 -1.59865 1.42836  C7 1.100
20 H -2.14337 -2.25260 -0.18874  C7 1.113
21 H -2.17852 -0.19208 -1.28115  C8 1.097
22 H -3.82842 -0.38115 -0.58785  C8 1.034
23 H -2.89187 1.96016 -0.35700  C9 1.068
24 H -2.81601 1.16842 1.26704  C9 1.089

***

Model Q:
ORCA calculation (the ωB97M-V functional and the def2-TZVPD basis) on a 2-piece molecular cluster, C6H14N3O overall.

Calculated values
charge: +1
HOMO: -11.916 eV
M: 144.2 g mol⁻¹
LUMO: -0.097 Eh

Each atom is followed by the atoms it is bonded to, with distances in Å.
Element x y z (Å)
1 C 1.02809 -0.28741 -0.00688  N7 1.318, N9 1.312, H20 1.128
2 C 2.76286 1.35019 -0.17303  N7 1.447, N8 1.388, H11 1.172, H12 1.167
3 C 3.37445 -0.89829 -0.24358  N8 1.427, N9 1.555, H13 1.173, H14 1.075
4 C -4.29578 -0.19604 -0.11989  C5 1.546, H15 1.071, H16 1.102, H17 1.102
5 C -2.81976 -0.33576 -0.55633  C4 1.546, C6 1.482, H18 1.134, H19 1.100
6 C -1.87697 0.36854 0.34507  C5 1.482, O10 1.256
7 N 1.36878 0.98544 -0.03744  C1 1.318, C2 1.447, H21 1.017
8 N 3.63061 0.38675 0.32089  C2 1.388, C3 1.427, H22 1.012
9 N 1.87916 -1.28480 -0.06517  C1 1.312, C3 1.555, H23 1.041
10 O -2.19920 0.72403 1.50635  C6 1.256, H24 0.923
11 H 3.04008 1.35893 -1.31127  C2 1.172
12 H 2.99709 2.42407 0.21804  C2 1.167
13 H 3.66586 -1.12954 -1.35611  C3 1.173
14 H 3.82748 -1.69889 0.31314  C3 1.075
15 H -4.95464 -0.29967 -0.95769  C4 1.071
16 H -4.64456 -0.85763 0.68973  C4 1.102
17 H -4.30210 0.82345 0.29837  C4 1.102
18 H -2.63281 -1.45397 -0.52821  C5 1.134
19 H -2.48785 0.10700 -1.50738  C5 1.100
20 H -0.08673 -0.31395 0.16376  C1 1.128
21 H 0.49290 1.49838 -0.10415  N7 1.017
22 H 3.67341 0.22661 1.31912  N8 1.012
23 H 1.63002 -2.29375 -0.00867  N9 1.041
24 H -3.07039 0.79629 1.80133  O10 0.923

***

Stability check: which of them is least stable? model Q.